Entry 1:
The following is a DFT calculation (ωB97M-V/def2-TZVPD) of a structure of composition C9H18Cl8O4S.

The calculation puts the LUMO energy at 0.3 eV. As for the frontier orbital gap: 11.056 eV. For the maximum force, the calculation gives 0.0127 Eh/bohr. As for the multiplicity: 1. As for the HOMO energy: -0.39659 Ha.

Atoms and positions in Å:
C  5.93  -1.95  -2.23
C  1.56  -2.67  -1.67
C  -5.77  0.11  -1.60
Cl  -7.16  -0.02  -2.68
H  6.72  -2.59  -2.62
O  -4.17  1.48  2.07
H  5.83  0.22  0.08
Cl  3.72  1.02  -0.58
Cl  5.52  -2.49  -0.60
H  -0.77  0.51  -0.47
C  -1.09  0.08  0.48
C  -3.34  0.32  1.75
H  -0.12  -0.60  2.31
H  -6.12  0.33  -0.60
O  -3.39  3.74  1.51
H  1.56  -3.44  -2.43
S  -3.97  2.58  0.94
C  -2.16  0.96  1.06
H  -1.50  -0.90  0.22
Cl  0.47  -3.19  -0.38
H  -3.91  -0.31  1.06
H  -3.10  -0.22  2.67
H  6.26  -0.92  -2.18
H  1.62  1.05  2.45
C  0.14  -0.07  1.38
Cl  -4.82  -1.39  -1.55
C  0.90  1.22  1.65
C  5.10  0.89  0.53
H  -1.72  1.66  1.79
Cl  1.06  -1.15  -2.41
H  0.83  -0.74  0.86
H  0.28  2.06  1.96
Cl  4.55  -2.02  -3.33
H  -5.12  0.91  -1.95
Cl  4.65  0.23  2.10
H  5.51  1.88  0.67
O  -2.87  1.79  0.09
O  -5.14  2.69  0.14
H  1.46  1.49  0.75
H  2.55  -2.54  -1.25



Entry 2:
The following is a DFT calculation (ωB97M-V/def2-TZVPD) of an isolated molecule of C13H21N3.

The calculation puts the LUMO energy at 0.9 eV. As for the frontier orbital gap: 9.146 eV. For the maximum force, the calculation gives 0.0906 Eh/bohr. Its structure (SMILES) is CCCN1CCC[C@@H]2Cc3n[nH]cc3C[C@H]21. As for the multiplicity: 1. As for the HOMO energy: -0.30226 Ha.

Atoms and positions in Å:
H  -3.22  -1.33  -0.24
H  3.66  0.53  -1.30
N  -3.79  0.38  -2.35
H  1.01  -2.05  2.06
H  -1.13  1.31  -4.11
H  -0.18  -1.45  -0.61
C  -2.84  -0.32  -0.17
H  0.05  1.64  -1.02
C  -0.47  -0.72  2.89
C  -1.45  0.56  -2.15
H  -2.60  -0.56  2.65
C  -1.74  -0.87  2.05
C  -0.14  0.63  -1.33
C  -1.59  -0.17  0.71
H  -3.67  0.27  0.30
C  3.06  0.58  -0.36
H  4.88  0.34  0.81
C  -1.77  0.92  -3.38
N  -3.11  0.76  -3.47
H  0.59  0.29  -1.97
H  -0.51  -1.58  3.69
H  -1.51  0.92  0.93
H  -3.57  0.98  -4.35
H  2.03  -1.15  -0.94
C  2.27  -0.61  0.06
N  1.01  -0.35  0.75
C  -0.21  -0.45  -0.13
C  0.88  -1.00  2.12
H  2.96  -1.24  0.64
H  1.68  -0.69  2.80
H  3.61  1.23  1.69
H  4.51  1.97  0.27
H  -0.45  0.31  3.23
H  -2.03  -1.86  1.82
C  4.08  1.06  0.63
C  -2.68  0.29  -1.57
H  2.39  1.44  -0.66



Entry 3:
The following is a DFT calculation (ωB97M-V/def2-TZVPD) of an isolated molecule of C3H5NO2.

The calculation puts the LUMO energy at 0.7 eV. As for the frontier orbital gap: 9.046 eV. For the maximum force, the calculation gives 0.0526 Eh/bohr. Its structure (SMILES) is N=C=C(O)CO. As for the multiplicity: 1. As for the HOMO energy: -0.30813 Ha.

Atoms and positions in Å:
N  -2.12  0.02  -0.50
O  0.37  1.64  1.09
O  0.57  -1.13  -1.01
C  -0.93  0.20  -0.27
C  0.24  0.52  0.33
C  1.13  -0.71  0.24
H  0.53  -0.14  -1.29
H  -0.41  1.64  1.66
H  0.94  -1.42  1.05
H  2.21  -0.57  0.12
H  -2.53  -0.03  -1.42



Entry 4:
The following is a DFT calculation (ωB97M-V/def2-TZVPD) of a structure of composition C5H9AgClCuNO4.

As for the expectation value of S²: 0.757. The calculation puts the LUMO energy (spin up / spin down) at -9.0 / -12.0 eV. As for the frontier orbital gap (spin up / spin down): 6.136 / 3.110 eV. The total charge is +2. For the maximum force, the calculation gives 0.0627 Eh/bohr. As for the multiplicity: 2. As for the HOMO energy (spin up / spin down): -0.55613 / -0.55613 Ha.

Atoms and positions in Å:
O  2.95  -4.46  2.55
Cl  0.46  -1.44  -1.27
C  -1.52  3.24  -1.11
H  -2.85  3.74  0.63
Ag  2.94  -0.61  -1.78
H  0.09  -4.87  1.44
H  1.48  -5.47  0.94
H  -0.31  1.37  -1.19
C  0.05  2.50  0.40
O  1.24  -3.19  3.06
H  -2.97  2.16  -0.10
H  -1.38  4.32  -1.04
H  0.40  2.97  -1.75
C  -0.27  2.46  -1.07
C  1.10  -4.49  1.23
Cu  0.07  -1.68  -4.04
N  1.83  -4.02  2.40
O  -1.10  2.57  1.00
O  1.17  2.47  0.98
H  1.03  -3.67  0.52
C  -2.26  2.94  0.18
H  -2.14  3.14  -1.99



Entry 5:
The following is a DFT calculation (ωB97M-V/def2-TZVPD) of a cluster of 2 separate species, C19H17N2O5S in total.

The calculation puts the LUMO energy at 1.1 eV. As for the frontier orbital gap: 4.531 eV. The total charge is -1. For the maximum force, the calculation gives 0.0792 Eh/bohr. As for the multiplicity: 1. As for the HOMO energy: -0.12561 Ha.

Atoms and positions in Å:
H  -1.96  -1.64  -1.08
O  2.88  -0.89  3.19
H  4.47  1.38  -5.29
O  -0.39  -0.14  -0.38
C  0.36  -0.96  -0.91
H  -2.74  -4.16  -0.71
C  1.57  2.85  -4.43
H  -1.29  -2.49  0.31
C  1.70  -0.62  -1.21
C  -1.18  -0.06  3.04
O  3.78  0.59  -0.78
C  -2.03  -1.16  3.07
H  -4.05  -1.86  3.13
H  -3.56  2.35  3.10
H  0.60  -1.29  2.91
C  3.62  1.65  -4.69
C  1.18  0.67  3.19
C  -5.35  0.43  3.17
C  -3.96  0.27  3.12
H  0.93  1.70  3.34
S  2.34  1.00  -0.87
H  -2.22  -3.72  -2.34
H  0.82  3.52  -4.82
C  1.47  2.40  -3.13
N  2.57  0.31  3.23
H  4.29  0.59  -2.96
H  0.65  2.70  -2.50
N  -6.50  0.55  3.23
H  -1.60  -2.15  3.07
H  -1.13  -4.58  -1.28
C  2.64  2.47  -5.21
C  -1.33  -2.50  -0.78
H  -1.11  2.08  3.02
C  -3.12  1.37  3.09
C  -3.39  -1.00  3.10
H  2.36  -1.37  -1.59
C  2.45  1.58  -2.61
C  0.25  -0.27  3.03
O  3.41  1.21  3.33
O  -0.02  -2.24  -1.23
H  2.72  2.83  -6.22
C  3.52  1.20  -3.39
C  -1.75  1.21  3.05
C  -1.89  -3.81  -1.30



Entry 6:
The following is a DFT calculation (ωB97M-V/def2-TZVPD) of a cluster of 2 separate species, C2H7N2O in total.

As for the expectation value of S²: 0.753. The calculation puts the LUMO energy (spin up / spin down) at 0.9 / -0.3 eV. As for the frontier orbital gap (spin up / spin down): 8.796 / 9.570 eV. For the maximum force, the calculation gives 0.0399 Eh/bohr. As for the multiplicity: 2. As for the HOMO energy (spin up / spin down): -0.29138 / -0.36179 Ha.

Atoms and positions in Å:
H  0.44  -0.60  1.88
O  -0.13  -0.61  -1.74
H  0.35  2.38  -0.38
H  -2.11  -0.52  -1.31
N  1.15  0.10  1.73
H  -1.30  -2.12  -1.09
H  1.16  0.83  2.43
H  -1.06  -0.90  0.11
C  1.29  0.68  0.45
C  -1.23  -1.04  -0.96
N  0.97  1.82  0.17
H  0.47  -0.01  -1.28